[1]
{"formula": "C34H78F8N10O20S8", "method": "wB97M-V/def2-TZVPD", "elements": ["C", "C", "O", "N", "H", "H", "C", "H", "H", "H", "H", "H", "H", "C", "C", "O", "N", "H", "H", "C", "H", "H", "H", "H", "H", "H", "C", "C", "O", "N", "H", "H", "C", "H", "H", "H", "H", "H", "H", "C", "C", "C", "C", "C", "C", "N", "O", "C", "C", "C", "H", "H", "H", "H", "H", "H", "H", "H", "H", "H", "H", "H", "H", "H", "H", "H", "H", "H", "C", "C", "C", "N", "C", "C", "C", "C", "C", "H", "H", "H", "H", "H", "H", "H", "H", "H", "H", "H", "H", "H", "H", "H", "H", "H", "H", "C", "C", "C", "N", "C", "C", "C", "C", "C", "H", "H", "H", "H", "H", "H", "H", "H", "H", "H", "H", "H", "H", "H", "H", "H", "H", "H", "N", "S", "O", "O", "F", "S", "O", "O", "F", "N", "S", "O", "O", "F", "S", "O", "O", "F", "N", "S", "O", "O", "F", "S", "O", "O", "F", "N", "S", "O", "O", "F", "S", "O", "O", "F"], "xyz": [[-1.74, -26.09, 4.18], [-1.16, -24.64, 4.15], [-1.68, -23.59, 4.53], [0.22, -24.54, 3.46], [0.96, -25.03, 3.94], [0.09, -24.93, 2.53], [0.78, -23.16, 3.26], [-2.80, -25.92, 4.34], [-1.32, -26.50, 5.10], [-1.46, -26.74, 3.35], [1.01, -22.71, 4.23], [-0.03, -22.63, 2.75], [1.63, -23.43, 2.63], [-4.58, -23.78, -2.16], [-4.78, -22.68, -3.21], [-4.93, -21.51, -2.85], [-4.94, -23.03, -4.72], [-4.74, -22.24, -5.31], [-4.23, -23.71, -4.96], [-6.35, -23.51, -5.13], [-3.98, -24.59, -2.57], [-5.56, -24.15, -1.83], [-4.05, -23.42, -1.29], [-6.64, -24.34, -4.49], [-6.27, -23.99, -6.10], [-6.99, -22.63, -5.25], [-4.93, -21.26, 0.47], [-4.02, -20.69, 1.54], [-3.00, -20.10, 1.24], [-4.65, -20.59, 2.89], [-4.19, -19.96, 3.54], [-5.56, -20.14, 2.84], [-4.73, -21.92, 3.63], [-4.75, -20.70, -0.45], [-5.97, -21.16, 0.78], [-4.67, -22.31, 0.40], [-3.77, -22.22, 4.04], [-5.25, -22.62, 2.98], [-5.34, -21.51, 4.43], [1.84, -22.21, 0.16], [1.64, -21.26, -1.06], [1.58, -22.03, -2.45], [1.08, -21.23, -3.63], [-0.22, -20.55, -3.43], [-0.28, -19.72, -2.11], [0.27, -20.53, -0.95], [-0.26, -20.26, 0.34], [-1.86, -19.42, -1.89], [0.35, -18.32, -2.28], [2.78, -20.29, -1.10], [2.65, -22.94, 0.12], [0.93, -22.80, 0.24], [1.94, -21.61, 1.06], [0.99, -22.94, -2.33], [2.43, -22.56, -2.88], [1.04, -21.87, -4.50], [1.87, -20.54, -3.92], [-1.00, -21.32, -3.43], [-0.45, -19.94, -4.30], [-2.17, -18.99, -0.95], [-2.48, -20.31, -1.90], [-2.34, -18.84, -2.67], [0.16, -17.69, -1.40], [-0.13, -17.78, -3.09], [1.41, -18.30, -2.56], [2.90, -19.64, -1.96], [3.74, -20.80, -1.15], [2.93, -19.71, -0.20], [-8.61, -22.90, 3.89], [-9.03, -24.36, 3.88], [-9.20, -25.12, 5.23], [-9.53, -26.68, 5.16], [-8.60, -27.44, 4.19], [-10.97, -27.03, 4.72], [-11.65, -27.48, 5.94], [-10.80, -27.22, 7.16], [-9.40, -27.33, 6.60], [-8.88, -22.59, 2.88], [-7.56, -22.64, 4.01], [-9.17, -22.34, 4.64], [-8.25, -24.82, 3.27], [-9.87, -24.53, 3.20], [-10.01, -24.74, 5.85], [-8.26, -25.07, 5.78], [-8.77, -27.14, 3.15], [-8.88, -28.48, 4.34], [-7.62, -27.24, 4.62], [-10.98, -27.83, 3.98], [-11.45, -26.24, 4.15], [-11.74, -28.56, 5.81], [-12.64, -27.02, 5.95], [-10.94, -27.90, 8.00], [-11.00, -26.20, 7.48], [-9.11, -28.38, 6.54], [-8.61, -26.81, 7.14], [-4.64, -16.83, -1.01], [-4.14, -16.48, 0.38], [-5.11, -16.50, 1.52], [-4.64, -15.90, 2.81], [-3.51, -16.73, 3.41], [-4.18, -14.41, 2.69], [-4.87, -13.57, 3.73], [-5.33, -14.57, 4.70], [-5.80, -15.75, 3.81], [-5.22, -16.00, -1.40], [-5.28, -17.71, -1.02], [-3.84, -17.01, -1.74], [-3.71, -15.49, 0.21], [-3.40, -17.26, 0.53], [-5.30, -17.53, 1.81], [-6.04, -16.05, 1.18], [-2.80, -16.92, 2.61], [-3.98, -17.67, 3.73], [-3.20, -16.18, 4.30], [-3.10, -14.34, 2.69], [-4.52, -14.06, 1.72], [-4.29, -12.79, 4.23], [-5.71, -13.10, 3.21], [-4.58, -14.87, 5.43], [-6.15, -14.13, 5.27], [-5.87, -16.66, 4.39], [-6.77, -15.53, 3.36], [-7.14, -19.48, 2.40], [-8.10, -18.75, 1.45], [-8.29, -17.29, 1.48], [-9.13, -19.61, 0.90], [-6.99, -18.83, 0.25], [-8.04, -19.03, 3.82], [-9.29, -19.65, 3.95], [-7.85, -17.74, 4.34], [-7.12, -19.95, 4.80], [-0.53, -25.17, 0.94], [-1.70, -24.84, -0.29], [-2.73, -25.81, -0.53], [-1.32, -23.96, -1.39], [-2.56, -23.87, 0.65], [-0.09, -26.49, 0.29], [0.40, -26.33, -1.11], [-0.77, -27.73, 0.72], [1.27, -26.58, 1.18], [-3.11, -19.72, 5.10], [-3.60, -18.75, 6.38], [-4.23, -17.44, 6.10], [-2.80, -18.79, 7.59], [-4.85, -19.73, 6.66], [-1.68, -19.55, 5.28], [-1.03, -20.54, 6.11], [-1.13, -18.20, 5.37], [-1.27, -19.98, 3.78], [-8.39, -24.10, -1.84], [-9.55, -23.33, -2.76], [-9.04, -22.33, -3.72], [-10.89, -23.14, -2.21], [-9.87, -24.58, -3.80], [-8.37, -23.02, -0.77], [-9.37, -23.11, 0.21], [-7.79, -21.76, -1.09], [-7.13, -23.64, 0.14]], "mulliken_charge": [-1.0760, 0.6866, -0.4234, 0.1798, 0.4685, 0.2038, -0.9848, 0.3292, 0.3960, 0.3264, 0.4139, 0.1702, 0.5428, 0.1082, 0.3701, -0.4900, 0.0244, 0.4251, 0.4432, -0.8727, 0.6991, 0.0827, -0.8615, 0.3520, 0.4028, 0.3538, 0.1641, -0.0418, -0.4887, 2.1886, 0.0808, -0.0218, -0.8859, 0.1845, -0.2557, -0.1588, 0.0488, 0.4894, 0.4238, -1.8331, 1.6198, -0.9656, -0.8862, -0.8682, 1.3301, 1.1001, -0.2128, -1.6522, -1.6160, -1.7852, 0.4801, 0.0778, 0.5446, 0.1954, 0.5542, 0.5543, 0.3145, 0.1700, 0.5411, 0.1252, 0.1978, 0.6698, 0.4052, 0.4515, 0.3200, 0.3304, 0.4682, 0.3929, -0.9533, -0.4485, -0.7202, 0.2920, -1.2871, -0.5413, -0.5140, -0.6008, -0.5410, 0.3640, 0.0065, 0.4755, 0.2905, 0.4469, 0.3498, 0.2920, 0.4035, 0.5902, 0.3747, 0.3579, 0.3490, 0.2972, 0.3143, 0.4263, 0.2853, 0.3903, 0.3143, -1.5534, 0.5919, 0.0457, 0.8507, -0.7373, -0.4324, -0.7944, -0.7925, -0.4261, 0.5133, 0.1810, 0.3143, 0.2206, -0.1340, -0.7776, 0.6208, 0.4716, -0.5538, 0.6943, 0.3596, 0.3630, 0.3474, 0.3478, 0.2526, 0.4861, 0.0377, 0.5649, -0.4684, 0.9946, -0.6789, -0.5875, -0.2774, 0.7816, -0.5568, -0.5736, -0.2674, 0.0689, 0.4914, -0.5106, -0.5014, -0.2590, 0.8972, -0.5350, -0.5987, -0.3393, -0.0340, 0.7081, -0.4656, -0.5567, -0.2725, 0.7935, -0.6614, -0.6320, -0.1452, -0.2792, 1.1188, -0.6182, -0.5746, -0.3274, 1.0069, -0.5487, -0.3427, -0.3453], "total_charge": 2, "homo_energy_ha": -0.4701, "molar_mass_da": 1355.568, "gap_ev": 4.095}

---

[2]
{"formula": "C6H6", "method": "wB97M-V/def2-TZVPD", "elements": ["C", "C", "C", "C", "C", "C", "H", "H", "H", "H", "H", "H"], "xyz": [[1.37, -0.42, 0.21], [1.88, 0.54, 0.89], [0.91, -1.60, -0.40], [-0.39, -1.25, -0.21], [-0.17, 0.08, 0.49], [-0.75, 1.36, -0.12], [1.28, -2.26, -1.15], [-1.39, -1.66, -0.45], [-0.30, 0.14, 1.55], [-0.21, 1.58, -1.10], [-0.50, 2.21, 0.61], [-1.74, 1.27, -0.31]], "mulliken_spin": [0.4544, 0.8113, 0.0748, 0.4309, 0.1894, 0.0211, 0.0005, 0.0393, -0.0035, -0.0057, -0.0252, 0.0127], "de_lowest_kcal_mol": 74.1, "homo_energy_ha": [-0.2067, -0.3580], "multiplicity": 3, "molar_mass_da": 78.114, "gap_ev": [5.883, 7.320]}

---

[3]
{"formula": "C16H18N2O3", "method": "wB97M-V/def2-TZVPD", "elements": ["C", "C", "C", "C", "C", "C", "N", "C", "O", "C", "C", "N", "C", "O", "C", "C", "C", "C", "O", "C", "C", "H", "H", "H", "H", "H", "H", "H", "H", "H", "H", "H", "H", "H", "H", "H", "H", "H", "H"], "xyz": [[-6.19, -0.84, -0.82], [-4.79, -0.61, -0.32], [-4.38, 0.67, 0.05], [-3.10, 0.90, 0.50], [-2.19, -0.15, 0.59], [-0.78, 0.12, 1.06], [-0.08, 0.97, 0.12], [0.44, 2.17, 0.46], [0.37, 2.64, 1.57], [1.19, 2.85, -0.68], [2.70, 2.57, -0.52], [2.97, 1.19, -0.16], [2.59, 0.16, -0.95], [2.13, 0.29, -2.07], [2.76, -1.16, -0.33], [2.47, -2.41, -0.83], [2.78, -3.33, 0.20], [3.23, -2.58, 1.24], [3.23, -1.28, 0.94], [-2.59, -1.42, 0.22], [-3.88, -1.65, -0.23], [-6.39, -1.90, -0.93], [-6.91, -0.41, -0.12], [-6.33, -0.35, -1.78], [-5.08, 1.49, -0.02], [-2.79, 1.89, 0.79], [-0.23, -0.82, 1.18], [-0.79, 0.66, 2.01], [0.00, 0.64, -0.83], [0.86, 2.46, -1.64], [1.03, 3.92, -0.63], [3.11, 3.20, 0.27], [3.21, 2.79, -1.46], [3.21, 0.99, 0.80], [2.08, -2.62, -1.80], [2.68, -4.39, 0.16], [3.58, -2.85, 2.22], [-1.89, -2.25, 0.28], [-4.18, -2.65, -0.51]], "mulliken_charge": [-1.4069, 0.9755, -0.6348, -0.4613, 0.6824, -1.1597, 0.0300, 0.5229, -0.6852, -0.6730, -0.8008, -0.1206, -0.0168, -0.6609, 0.6148, -0.4046, -0.4220, -0.4864, -0.3524, -0.6071, -0.6817, 0.3375, 0.3500, 0.3020, 0.3805, 0.4427, 0.3162, 0.3871, 0.3280, 0.2885, 0.4088, 0.4402, 0.3047, 0.3357, 0.5514, 0.4609, 0.4782, 0.3381, 0.2977], "smiles": "Cc1ccc(CNC(=O)CCNC(=O)c2ccco2)cc1", "de_lowest_kcal_mol": 31.8, "homo_energy_ha": -0.3236, "molar_mass_da": 286.331, "gap_ev": 9.487}

---

[4]
{"formula": "C3H10O3", "method": "wB97M-V/def2-TZVPD", "elements": ["C", "C", "C", "O", "H", "H", "H", "H", "H", "H", "O", "H", "H", "O", "H", "H"], "xyz": [[-0.26, -1.84, 0.43], [-0.32, -0.83, 1.31], [0.90, -0.09, 1.75], [-1.53, -0.27, 1.68], [0.75, -2.18, 0.27], [-1.11, -2.47, 0.20], [1.05, -0.18, 2.85], [0.70, 0.98, 1.89], [1.75, -0.42, 1.18], [-2.13, -0.49, 0.96], [-0.55, 0.06, -2.51], [0.24, -0.46, -2.66], [-0.69, 0.02, -1.55], [0.16, 3.05, -2.08], [0.93, 3.05, -1.50], [0.13, 2.09, -2.23]], "mulliken_charge": [-1.2185, 0.9873, -1.1409, -0.5331, 0.2821, 0.3147, 0.3320, 0.3193, 0.3034, 0.3454, -0.6928, 0.3360, 0.3537, -0.6372, 0.3041, 0.3446], "smiles": "C=C(C)O.O.O", "de_lowest_kcal_mol": 22.1, "homo_energy_ha": -0.3459, "molar_mass_da": 94.110, "gap_ev": 9.816}